No. 1
ORCA calculation (wB97M-V/def2-TZVPD) on a structure of composition CH3OPS in a non-equilibrium geometry.

Properties
Frontier orbital gap (spin up / spin down) = 6.38 / 8.54 eV
Lowest unoccupied orbital energy (spin up / spin down) = -1.86 / -0.76 eV
Relative energy (zero: lowest compared OMol25 entry of this formula, charge and spin) = 357.5 kJ/mol
Multiplicity = 1
HOMO level (spin up / spin down) = -8.24 / -9.29 eV

Structure (XYZ):
```
7
Properties=species:S:1:pos:R:3:forces:R:3
C -0.914 0.651 -0.179 -1.105 -3.814 1.461
O 1.433 -0.704 0.272 2.738 1.404 -0.152
P -0.071 -0.901 -0.244 -1.008 0.758 -1.411
S 2.262 0.707 -0.032 -0.355 -0.774 0.199
H -0.424 1.419 -0.652 0.318 2.035 -1.036
H -1.993 0.395 -0.069 0.719 1.131 -0.355
H -0.294 -1.568 0.905 -1.307 -0.739 1.294
```
Forces are in eV/Å.

=====

No. 2
ORCA calculation (wB97M-V/def2-TZVPD) on a cluster of 2 separate species, CH3OS in total in a non-equilibrium geometry.

Properties
Frontier orbital gap = 6.98 eV
Lowest unoccupied orbital energy = 4.24 eV
Relative energy (zero: lowest compared OMol25 entry of this formula, charge and spin) = 9.5 kJ/mol
Total charge = -1
Multiplicity = 1
HOMO level = -2.74 eV

Structure (XYZ):
```
6
Properties=species:S:1:pos:R:3:forces:R:3
S -1.630 1.313 -0.878 -0.041 0.083 -0.383
H -1.119 1.236 -2.132 -0.119 0.021 0.287
O 1.754 -1.115 0.610 -0.362 -0.026 0.551
C 0.658 -0.604 0.777 1.465 -0.474 -1.195
H 0.329 0.153 0.048 -0.623 0.154 0.577
H 0.008 -0.983 1.576 -0.319 0.242 0.163
```
Forces are in eV/Å.

=====

No. 3
ORCA calculation (wB97M-V/def2-TZVPD) on an isolated molecule of CH3PS in a non-equilibrium geometry.

Properties
Frontier orbital gap = 7.49 eV
Structure (SMILES) = [PH3]=C=S
Lowest unoccupied orbital energy = -0.17 eV
Relative energy (zero: lowest compared OMol25 entry of this formula, charge and spin) = 341.8 kJ/mol
Multiplicity = 1
HOMO level = -7.66 eV

Structure (XYZ):
```
6
Properties=species:S:1:pos:R:3:forces:R:3
C 1.170 -1.240 -1.627 -0.598 -0.523 -0.326
P 0.473 -0.008 -0.351 2.816 -1.008 2.798
S 2.440 -1.153 -2.508 0.898 -0.024 -0.557
H -0.022 -0.987 0.552 0.455 0.346 -0.090
H 0.335 1.124 0.489 0.454 0.555 0.714
H -0.657 0.284 -0.817 -4.025 0.654 -2.540
```
Forces are in eV/Å.

=====

No. 4
ORCA calculation (wB97M-V/def2-TZVPD) on a cluster of 2 separate species, CH4BBrO2 in total in a non-equilibrium geometry.

Properties
Frontier orbital gap (spin up / spin down) = 5.35 / 5.35 eV
Lowest unoccupied orbital energy (spin up / spin down) = -3.78 / -3.78 eV
Relative energy (zero: lowest compared OMol25 entry of this formula, charge and spin) = 342.1 kJ/mol
Multiplicity = 1
HOMO level (spin up / spin down) = -9.13 / -9.13 eV

Structure (XYZ):
```
9
Properties=species:S:1:pos:R:3:forces:R:3
B -0.378 -0.158 0.008 -0.421 -2.266 -1.360
C -0.172 1.358 -0.282 2.794 -0.647 1.475
O -0.489 -1.023 -1.079 0.489 3.522 -0.197
O -0.520 -0.559 1.272 -1.532 -1.657 1.822
Br 2.963 -0.131 0.428 -1.388 0.686 -0.383
H 0.145 1.781 -1.168 -0.082 0.306 -2.642
H 0.147 2.100 0.422 -0.666 0.113 1.275
H -0.751 -1.908 -1.052 -0.425 -1.991 0.591
H -0.945 -1.460 1.450 1.231 1.935 -0.580
```
Forces are in eV/Å.

=====

No. 5
ORCA calculation (wB97M-V/def2-TZVPD) on a cluster of 2 separate species, CH4BClS in total in a non-equilibrium geometry.

Properties
Frontier orbital gap = 8.93 eV
Lowest unoccupied orbital energy = -0.73 eV
Relative energy (zero: lowest compared OMol25 entry of this formula, charge and spin) = 301.9 kJ/mol
Multiplicity = 1
HOMO level = -9.66 eV

Structure (XYZ):
```
8
Properties=species:S:1:pos:R:3:forces:R:3
B -0.638 -0.008 0.800 0.152 1.084 1.557
C -0.255 0.023 -0.651 -5.604 -3.259 -3.451
S 1.029 -0.997 -0.142 1.756 -0.731 0.637
Cl 2.515 0.441 0.015 -0.357 -0.660 -0.030
H -1.431 -0.666 1.402 0.200 -0.238 -0.353
H -0.099 0.938 1.335 -0.235 -0.456 0.293
H -1.240 -0.598 -1.706 3.172 1.557 2.939
H 0.120 0.867 -1.054 0.917 2.704 -1.591
```
Forces are in eV/Å.

=====

No. 6
ORCA calculation (wB97M-V/def2-TZVPD) on a structure of composition CH4BF in a non-equilibrium geometry.

Properties
Frontier orbital gap = 11.22 eV
Lowest unoccupied orbital energy = 0.18 eV
Relative energy (zero: lowest compared OMol25 entry of this formula, charge and spin) = 74.1 kJ/mol
Multiplicity = 1
HOMO level = -11.04 eV

Structure (XYZ):
```
7
Properties=species:S:1:pos:R:3:forces:R:3
B -0.655 0.640 0.187 -0.168 -0.464 -0.500
C 0.443 -0.396 -0.136 2.972 2.012 -1.458
F 0.292 -1.250 -1.194 -0.352 -0.367 -1.047
H -0.232 1.393 0.991 -0.458 0.401 0.248
H -1.796 0.516 -0.230 0.725 0.329 0.286
H 0.293 -1.056 0.707 0.923 -0.086 1.246
H 1.656 0.152 -0.324 -3.643 -1.823 1.224
```
Forces are in eV/Å.

=====

No. 7
ORCA calculation (wB97M-V/def2-TZVPD) on a structure of composition CH4Br2N in a non-equilibrium geometry.

Properties
Frontier orbital gap = 8.10 eV
Lowest unoccupied orbital energy = -4.60 eV
Relative energy (zero: lowest compared OMol25 entry of this formula, charge and spin) = 239.0 kJ/mol
Total charge = +1
Multiplicity = 1
HOMO level = -12.70 eV

Structure (XYZ):
```
8
Properties=species:S:1:pos:R:3:forces:R:3
C -1.515 -1.013 -1.698 0.335 0.565 0.711
N 0.760 1.023 1.133 -1.154 0.232 0.567
Br -2.262 -1.845 -3.110 -0.044 -0.411 -0.339
Br -0.006 -1.963 -0.960 -0.168 -0.028 -0.191
H 0.810 0.076 0.833 0.820 -1.338 -1.818
H 1.394 1.717 0.687 -0.926 -0.679 -0.281
H 1.120 0.869 2.070 -0.576 0.767 0.857
H -0.301 1.137 1.046 1.714 0.891 0.494
```
Forces are in eV/Å.

=====

No. 8
ORCA calculation (wB97M-V/def2-TZVPD) on a cluster of 2 separate species, CH4BrNO in total in a non-equilibrium geometry.

Properties
Frontier orbital gap (spin up / spin down) = 7.51 / 9.33 eV
Lowest unoccupied orbital energy (spin up / spin down) = -0.55 / 0.30 eV
Relative energy (zero: lowest compared OMol25 entry of this formula, charge and spin) = 255.7 kJ/mol
Multiplicity = 1
HOMO level (spin up / spin down) = -8.06 / -9.03 eV

Structure (XYZ):
```
8
Properties=species:S:1:pos:R:3:forces:R:3
C 0.267 -0.745 0.068 2.399 1.351 -3.336
N 0.103 1.530 0.636 1.180 -1.808 0.340
O -0.085 -1.756 -0.768 0.437 0.844 -0.619
Br 0.050 2.296 -0.983 -0.203 0.943 -1.201
H -1.012 -1.950 -0.877 -0.580 -0.001 0.500
H 1.226 -0.241 -0.238 -1.224 -0.941 0.170
H 0.187 -0.908 1.047 -0.756 -0.650 3.903
H -0.735 1.773 1.115 -1.251 0.262 0.243
```
Forces are in eV/Å.

=====

No. 9
ORCA calculation (wB97M-V/def2-TZVPD) on a structure of composition CH4BrNiO in a non-equilibrium geometry.

Properties
Frontier orbital gap (spin up / spin down) = 10.38 / 6.13 eV
Lowest unoccupied orbital energy (spin up / spin down) = -10.56 / -13.80 eV
Expectation value of S² = 3.765
Total charge = +2
Multiplicity = 4
HOMO level (spin up / spin down) = -20.94 / -19.93 eV

Structure (XYZ):
```
8
Properties=species:S:1:pos:R:3:forces:R:3
Ni -4.004 0.608 0.926 1.025 0.897 -0.648
Br -2.100 1.789 -0.098 -1.390 -0.807 0.734
C 1.393 -0.438 -0.118 -1.180 0.752 -1.316
O 0.071 -0.833 -0.571 3.168 -0.307 0.306
H 1.432 0.618 0.148 -0.330 0.241 -0.123
H 1.565 -0.915 0.847 0.118 -1.003 0.650
H 2.151 -0.705 -0.854 -0.082 -0.698 0.010
H -0.507 -0.124 -0.280 -1.328 0.926 0.387
```
Forces are in eV/Å.

=====

No. 10
ORCA calculation (wB97M-V/def2-TZVPD) on an isolated molecule of CH4BrOP in a non-equilibrium geometry.

Properties
Frontier orbital gap (spin up / spin down) = 6.04 / 5.83 eV
Lowest unoccupied orbital energy (spin up / spin down) = 0.83 / -4.03 eV
Relative energy (zero: lowest compared OMol25 entry of this formula, charge and spin) = 297.4 kJ/mol
Expectation value of S² = 2.006
Multiplicity = 3
HOMO level (spin up / spin down) = -5.21 / -9.86 eV

Structure (XYZ):
```
8
Properties=species:S:1:pos:R:3:forces:R:3
C -0.367 -0.217 0.536 2.889 1.333 3.371
O 0.123 -1.377 0.103 0.251 -1.643 1.147
P 0.633 1.289 0.082 1.038 -0.276 1.885
Br -2.300 0.026 -0.090 -4.338 0.619 -1.666
H -0.563 -0.192 1.618 0.289 -0.184 -0.215
H 0.313 -1.187 -0.784 0.635 -0.407 -2.394
H 1.776 0.495 -0.249 0.265 0.341 0.519
H 0.386 1.163 -1.216 -1.029 0.217 -2.648
```
Forces are in eV/Å.

=====

Which calculated total energy belongs to each record? In order, -854.537092, -513.334290, -779.284117, -2789.810010, -923.614916, -165.131167, -5242.900332, -2744.331820, -4197.149477, -3030.877853 hartree.